(1)
{"formula": "C20H20Cl2F4N4O6Pt", "method": "wB97M-V/def2-TZVPD", "symbols": ["Pt", "C", "C", "N", "C", "C", "C", "C", "N", "C", "C", "F", "C", "F", "C", "C", "F", "C", "F", "H", "H", "H", "H", "H", "H", "H", "H", "H", "H", "H", "H", "H", "H", "H", "Cl", "C", "Cl", "H", "H", "O", "C", "O", "C", "C", "C", "C", "C", "C", "N", "O", "O", "N", "O", "O", "H", "H", "H"], "xyz": [[0.002434, -1.329425, -0.485140], [-2.955980, 0.477831, 3.568697], [-2.580163, -0.988259, 3.407105], [-1.277910, -1.265632, 2.886725], [-0.197306, -0.373692, 3.131380], [0.410633, -0.572537, 4.537875], [-1.117612, -2.512531, 2.199291], [0.314025, -3.021192, 2.023940], [0.999050, -2.408491, 0.902411], [2.349006, -2.532111, 0.747637], [2.944615, -2.252886, -0.516494], [2.123992, -1.980399, -1.554643], [4.309714, -2.266623, -0.741012], [4.771992, -1.972944, -1.940006], [5.192791, -2.570199, 0.290240], [4.661498, -2.885027, 1.532820], [5.462246, -3.180109, 2.539162], [3.287857, -2.877882, 1.762073], [2.866257, -3.147858, 3.003156], [-2.774087, 1.039543, 2.656045], [-4.018328, 0.528637, 3.787326], [-2.438582, 0.961667, 4.391666], [-3.308599, -1.488720, 2.762523], [-2.674217, -1.463470, 4.398127], [0.576487, -0.506431, 2.368141], [-0.564786, 0.653132, 3.078516], [0.801348, -1.577137, 4.671567], [1.223231, 0.132957, 4.682514], [-0.341000, -0.390815, 5.300046], [-1.702220, -3.275222, 2.727842], [-1.567658, -2.441900, 1.186118], [0.853804, -2.909553, 2.965184], [0.251778, -4.101115, 1.827243], [6.259223, -2.563218, 0.127553], [-2.662617, 1.482819, -2.271972], [-3.541858, 0.587756, -1.039323], [-2.501036, -0.619794, -0.251688], [-4.368237, 0.041664, -1.498222], [-3.879560, 1.267181, -0.254757], [1.534387, -0.296978, -3.945289], [0.667200, 0.186031, -3.283389], [-0.021572, -0.151873, -2.301271], [0.240559, 1.673960, -3.681088], [-0.234354, 1.994629, -4.935365], [-0.727943, 3.287279, -5.108491], [-0.725900, 4.223414, -4.085234], [-0.211587, 3.851657, -2.852407], [0.285052, 2.574929, -2.638781], [-0.264650, 4.764769, -1.699665], [-0.518099, 5.909427, -1.934742], [-0.081727, 4.259260, -0.619429], [-1.331323, 3.653299, -6.419738], [-1.336190, 2.796445, -7.253077], [-1.771817, 4.763987, -6.482309], [-0.246353, 1.289094, -5.756725], [-1.113650, 5.222200, -4.245575], [0.667742, 2.300458, -1.667095]], "atomic_forces_ev_per_a": [[1.543, 1.167, -2.540], [0.164, 0.030, -0.075], [-1.103, 0.319, 0.315], [-0.020, 0.003, -0.071], [0.948, 0.672, 0.092], [-0.204, -0.167, 0.048], [0.445, -0.991, -0.571], [-0.309, -0.499, 0.708], [-1.153, 0.789, -0.396], [0.647, -0.043, 0.025], [-3.348, 0.014, -0.283], [1.516, -0.397, 1.241], [3.017, 0.108, -0.748], [-0.729, -0.321, 1.264], [-0.131, -0.065, 0.060], [2.763, -0.040, -0.370], [-0.931, 0.254, -0.894], [-2.850, 0.047, 0.844], [0.820, 0.212, -1.191], [-0.008, 0.064, -0.112], [-0.088, -0.039, 0.022], [0.099, 0.026, 0.064], [0.126, -0.113, 0.027], [0.194, -0.217, -0.111], [-0.275, -0.017, 0.128], [-0.039, -0.119, -0.137], [0.018, -0.098, 0.029], [0.012, 0.120, -0.088], [-0.039, 0.024, 0.124], [0.007, 0.136, 0.016], [-0.096, 0.049, 0.507], [-0.161, 0.014, -0.196], [-0.099, 0.133, 0.137], [0.121, -0.020, -0.027], [-0.525, -0.163, 0.397], [-0.345, 1.145, -1.021], [0.243, -0.898, 0.867], [0.242, 0.010, 0.167], [0.113, -0.194, -0.155], [0.820, -1.867, 0.139], [0.630, 4.483, -3.222], [-2.246, -2.664, 4.362], [0.488, -1.842, 0.782], [-0.184, 0.602, -0.135], [0.285, -0.427, 0.402], [-0.015, 0.343, 0.018], [0.200, -0.717, -0.407], [-0.260, 0.702, -0.180], [-0.110, -0.531, -1.195], [-0.131, 0.920, 0.240], [0.157, -0.017, 1.045], [0.597, -0.195, 1.637], [-0.150, -0.504, -1.045], [-0.499, 0.881, -0.624], [-0.029, 0.019, 0.096], [-0.015, -0.120, -0.002], [-0.120, -0.003, -0.008]], "nbo_charge": [1.019, -0.632, -0.276, 0.023, -0.282, -0.598, -0.285, -0.272, -0.620, 0.006, 0.483, -0.241, 0.490, -0.192, -0.357, 0.496, -0.205, 0.422, -0.243, 0.226, 0.267, 0.235, 0.251, 0.275, 0.234, 0.268, 0.214, 0.260, 0.236, 0.276, 0.263, 0.235, 0.252, 0.311, 0.066, -0.377, -0.059, 0.257, 0.244, -0.571, 0.794, -0.790, -0.138, -0.159, 0.031, -0.173, 0.001, -0.121, 0.540, -0.323, -0.403, 0.542, -0.347, -0.343, 0.274, 0.290, 0.230], "total_energy_ha": -2882.68242, "largest_force_ev_per_a": 5.58, "total_charge": 2, "relative_energy_kcal_mol": 62.76, "e_lumo_ha": [-0.2523, -0.4205], "homo_ev": [-14.0, -13.8], "homo_lumo_gap_ev": [7.085, 2.396], "molar_mass_g_mol": 754.38, "s2": 6.038, "spin_multiplicity": 5}

---

(2)
{"formula": "C20H20ClCuN11O4P", "method": "wB97M-V/def2-TZVPD", "symbols": ["Cu", "O", "Cl", "O", "O", "O", "N", "C", "N", "N", "N", "N", "C", "N", "N", "N", "N", "H", "C", "C", "C", "C", "C", "C", "P", "C", "C", "C", "C", "C", "C", "C", "C", "C", "C", "C", "C", "H", "H", "H", "H", "H", "H", "H", "H", "H", "H", "H", "H", "H", "H", "H", "N", "N", "H", "H", "H", "H"], "xyz": [[0.125090, 1.004205, -0.841733], [-2.515236, 3.152841, 1.698714], [-3.437400, 2.992108, 0.562362], [-4.819863, 3.032087, 1.070087], [-3.077568, 1.664680, -0.047221], [-3.204246, 4.017631, -0.470793], [0.815538, 2.126293, -4.018061], [1.853274, 2.187517, -3.105831], [3.062024, 2.647975, -3.473368], [3.778276, 2.575315, -2.326849], [3.087883, 2.021656, -1.401682], [1.833066, 1.700238, -1.859491], [-0.455566, 1.903490, -3.690407], [-1.376963, 2.064331, -4.671136], [-2.495183, 1.706192, -4.061004], [-2.328510, 1.460467, -2.808130], [-0.954612, 1.571438, -2.525196], [1.021880, 2.509803, -4.908204], [-2.705040, -4.258414, -0.820848], [-1.375571, -4.547984, -0.518215], [-0.494253, -3.560421, -0.236192], [-0.913200, -2.200518, -0.251210], [-2.212077, -1.859600, -0.560885], [-3.101096, -2.932120, -0.792685], [0.140835, -0.885108, 0.320819], [1.794158, -1.385193, 0.193913], [2.262157, -2.100215, -0.893939], [3.622150, -2.416351, -0.943003], [4.498498, -1.903571, -0.000024], [4.067588, -1.137618, 1.050594], [2.722690, -0.816314, 1.106997], [-0.112737, -0.883308, 2.134701], [0.652276, -1.375585, 3.232692], [0.311163, -1.033961, 4.544995], [-0.705584, -0.141436, 4.815730], [-1.429457, 0.412194, 3.710627], [-1.114428, 0.037045, 2.392144], [-3.432159, -5.022054, -1.064474], [-1.116206, -5.603437, -0.506170], [0.463056, -3.923967, 0.131958], [-2.585540, -0.761152, -0.532168], [-4.142981, -2.652584, -0.987709], [1.551789, -2.338918, -1.684626], [4.035087, -3.091991, -1.776726], [5.597317, -2.102586, -0.024765], [4.676302, -0.748845, 1.881209], [2.343116, -0.142214, 1.896663], [1.417733, -2.125068, 3.112222], [0.814135, -1.519009, 5.367545], [-0.840313, 0.248256, 5.850613], [-2.198970, 1.162164, 3.867621], [-1.681213, 0.547237, 1.641928], [-0.173826, 3.978171, -0.361592], [-0.083213, 2.691008, 0.384408], [-0.976496, 3.801182, -0.973106], [-0.499045, 4.823483, 0.175764], [-0.819474, 2.595491, 1.118230], [0.830947, 2.835045, 0.874903]], "atomic_forces_ev_per_a": [[-0.083, 2.012, -0.944], [-0.461, 0.522, -0.168], [-0.103, -1.510, -1.174], [1.895, -0.080, -0.929], [-1.019, 1.812, 1.214], [-0.483, -0.874, 1.610], [2.142, 0.048, 1.757], [0.629, -0.520, -1.140], [-0.726, 0.308, 0.896], [-0.453, -0.365, -0.865], [-0.591, -0.562, 1.005], [0.458, 0.638, -0.046], [-0.988, 0.728, -2.044], [0.473, -0.803, 0.857], [-0.668, 0.532, 0.263], [0.980, -0.551, 0.165], [-1.369, -0.826, 0.522], [-0.049, 0.258, -0.772], [-0.067, 1.051, 0.057], [-1.311, -1.344, -0.581], [0.281, 0.674, 0.770], [0.711, -0.959, -0.044], [-1.066, 0.553, 0.199], [-0.821, 0.955, -0.445], [-0.690, 0.035, 0.928], [2.349, 0.539, 0.177], [0.492, -0.205, 0.057], [0.527, -0.904, -1.746], [1.928, -0.869, 0.048], [-1.070, 1.054, 0.898], [-0.907, -0.262, 0.212], [0.476, 0.972, 0.413], [-1.286, -0.359, -0.423], [0.016, -0.403, -0.589], [-0.875, 1.590, -0.878], [0.844, -0.631, 0.997], [-0.569, 0.350, 2.348], [0.110, -0.082, 0.099], [0.390, 0.196, 0.102], [0.176, 0.746, -0.247], [0.688, -1.971, -0.222], [0.354, -0.298, 0.012], [0.363, -0.413, 0.120], [-0.734, 1.299, 1.292], [-1.088, -0.130, -0.326], [0.154, -0.252, -0.856], [0.380, -0.533, -0.534], [0.224, 0.059, -0.323], [0.325, 0.062, 0.028], [-0.212, -0.536, -0.937], [0.098, -0.089, 0.003], [-0.227, 0.029, -0.711], [-1.097, -0.431, -0.419], [1.532, 1.460, 1.317], [0.318, 0.214, -0.071], [0.396, -1.668, 0.244], [0.318, 0.364, -0.751], [-1.009, -0.631, -0.423]], "nbo_charge": [1.157, -0.899, 2.460, -0.814, -0.868, -0.834, -0.512, 0.436, -0.392, -0.085, -0.144, -0.525, 0.439, -0.393, -0.072, -0.115, -0.550, 0.428, -0.202, -0.231, -0.153, -0.428, -0.119, -0.217, 0.887, -0.446, -0.123, -0.228, -0.203, -0.203, -0.161, -0.361, -0.209, -0.214, -0.207, -0.208, -0.156, 0.214, 0.208, 0.216, 0.273, 0.221, 0.219, 0.219, 0.215, 0.219, 0.224, 0.221, 0.208, 0.216, 0.236, 0.245, -0.673, -0.743, 0.382, 0.356, 0.412, 0.377], "total_energy_ha": -4119.14625, "largest_force_ev_per_a": 2.77, "total_charge": -1, "relative_energy_kcal_mol": 25.30, "e_lumo_ha": [0.0832, -0.0129], "homo_ev": [-5.5, -5.1], "homo_lumo_gap_ev": [7.795, 4.759], "molar_mass_g_mol": 608.43, "s2": 0.763, "spin_multiplicity": 2}